# 1
Molecular formula: C12H26CdNO5P2S
Method: DFT, the ωB97M-V functional and the def2-TZVPD basis

Values from the calculation:
**Net charge**: +1
**Frontier orbital gap**: 9.391 eV
**Lowest unoccupied orbital energy**: -3.01 eV
**Energy relative to the best compared isomer or geometry (same formula, charge and spin)**: 0.000 eV

Each line ends with the Mulliken charge.
Geometry (Å):
Cd 0.029406 0.353668 0.727913  0.904
S -0.698592 0.135166 3.539133  1.302
P -2.198769 0.690521 -0.340858  0.658
P 2.152131 -1.006389 0.642443  0.471
O -1.900873 0.431768 4.282338  -0.592
O -0.168339 1.317745 2.736452  -0.788
O -0.788513 -1.016041 2.574811  -0.747
O -1.113683 5.477062 -0.389464  -0.621
O 2.350862 3.464490 -2.420506  -0.634
N -0.074784 -1.177598 -1.317336  0.183
C 2.117260 -2.620123 1.487717  -1.116
C -2.521987 -0.812942 -1.337780  -1.079
C -2.357907 2.042797 -1.535732  -1.088
C 3.728449 -0.274641 1.141349  -1.135
C 0.682348 -0.260469 4.633671  -0.941
C -0.186597 -2.772013 -3.580659  -0.517
C 1.046084 -1.730252 -1.802840  0.503
C -1.344054 -2.216706 -3.047639  -0.800
C -3.615385 0.811824 0.781364  -1.229
C -1.254108 -1.414947 -1.909655  0.382
C 1.025156 -2.530854 -2.944685  -0.740
C 2.372458 -1.459898 -1.117571  -1.184
H 3.866619 0.662765 0.583528  0.387
H -3.459995 1.732345 1.364091  0.390
H 3.026594 -3.208477 1.290786  0.436
H -2.221286 2.994309 -1.000117  0.257
H -2.321774 -2.361717 -3.500436  0.453
H 1.961344 -2.958764 -3.291327  0.448
H 0.530561 0.232404 5.598736  0.393
H 3.004850 -2.352950 -1.209663  0.522
H -3.015047 -1.545932 -0.676196  0.372
H 1.232723 -3.184328 1.157289  0.354
H 2.371383 3.946786 -3.273343  0.316
H 2.879241 -0.611534 -1.613592  0.426
H 1.698343 3.968936 -1.895685  0.323
H 2.036960 -2.414232 2.566145  0.302
H 0.718657 -1.340901 4.778515  0.316
H -1.565307 1.933308 -2.291180  0.372
H -1.370868 4.812638 0.282402  0.310
H -0.229244 -3.381354 -4.474603  0.439
H -3.203818 -0.589656 -2.171164  0.515
H -1.531488 6.301531 -0.077715  0.327
H -3.339342 2.035186 -2.030571  0.373
H 3.628576 -0.064817 2.216746  0.342
H -4.572929 0.865900 0.241528  0.410
H 1.619539 0.090486 4.187728  0.230
H -3.611992 -0.054120 1.460910  0.402
H 4.587159 -0.939994 0.974700  0.393

Cartesian forces, eV/Å:
-0.080 -0.438 0.361
0.279 0.316 -0.706
-0.628 0.080 -0.307
0.662 -0.377 -0.243
0.958 -0.367 -0.419
-0.464 -0.621 0.649
0.051 0.835 0.570
-0.508 -0.250 0.717
-0.626 0.707 -0.302
-0.035 -0.273 -0.143
-0.292 0.078 0.242
0.211 -0.146 0.140
0.036 0.207 -0.056
0.081 0.148 0.089
-0.274 0.014 0.211
-0.013 0.136 0.229
-0.270 -0.215 -0.503
0.048 0.242 0.073
0.006 0.151 0.130
0.297 -0.354 -0.471
-0.032 0.024 0.273
-0.149 0.280 -0.080
0.068 -0.214 0.308
-0.230 -0.350 0.000
-0.250 0.305 -0.013
-0.039 -0.210 -0.362
0.238 -0.101 -0.013
-0.210 0.032 -0.104
-0.027 -0.035 -0.256
-0.013 0.307 0.034
0.153 0.204 -0.212
0.242 0.161 0.228
0.064 -0.440 0.699
-0.136 -0.332 0.116
0.498 -0.278 -0.338
-0.066 -0.264 -0.325
-0.141 0.101 -0.003
-0.237 0.153 0.206
0.256 0.687 -0.435
0.002 0.002 0.046
0.052 -0.014 0.353
0.293 -0.482 -0.224
0.262 0.013 0.160
0.250 0.105 -0.324
0.338 -0.010 0.135
-0.359 -0.039 -0.035
0.020 0.363 -0.129
-0.287 0.159 0.032


# 2
Molecular formula: C6H7Cl2N2O4P2
Method: DFT, the ωB97M-V functional and the def2-TZVPD basis

Values from the calculation:
**SMILES string**: NP(O)c1c(P(O)Cl)c(C(=O)O)cc[n+]1Cl
**Net charge**: +1
**Frontier orbital gap**: 6.389 eV
**Lowest unoccupied orbital energy**: -5.79 eV

Each line ends with the Mulliken charge.
Geometry (Å):
Cl -3.640514 -0.730862 0.550517  -0.198
Cl 2.467413 -0.729023 -2.738356  0.059
P -1.631785 -0.907306 1.278646  0.394
P 0.751193 -2.605102 -0.934378  0.250
O -1.576953 -0.146817 2.832542  -0.490
O -2.789909 2.609959 0.742306  -0.414
O -0.944438 3.139847 2.062484  -0.411
O -0.334970 -3.515203 -0.009873  -0.418
N 2.334883 -2.835242 -0.134266  -0.547
N 1.309777 0.074269 -1.727999  -0.006
C 0.334308 2.352014 -0.923190  -0.576
C -0.522338 0.026187 0.066248  0.129
C -0.615535 1.585637 0.045270  0.293
C 1.282017 1.509573 -1.795910  -0.100
C 0.464749 -0.743606 -0.843374  0.182
C -1.580289 2.465849 0.965744  0.374
H -0.998690 -3.963611 -0.589428  0.386
H -2.294934 -0.544513 3.392101  0.339
H 2.936880 -3.332643 -0.825287  0.300
H 2.742761 -1.880594 -0.054485  0.308
H -0.081029 2.659652 2.177366  0.385
H 0.383378 3.490365 -1.008255  0.388
H 2.004027 2.021171 -2.528424  0.375

Cartesian forces, eV/Å:
1.456 0.664 0.318
-0.666 0.612 0.498
-0.535 -2.080 1.640
-0.068 -2.116 -0.553
-0.605 -0.099 -2.301
4.797 -0.710 0.482
-0.054 -2.592 -2.772
1.037 1.426 -0.868
-1.160 1.554 -1.264
-1.906 1.262 1.722
0.400 -3.996 0.000
1.191 3.835 -1.595
2.916 -1.062 -2.638
-2.206 0.497 2.005
-0.606 3.739 2.101
-2.584 0.995 0.890
0.804 0.604 0.379
0.792 0.401 -0.731
-0.678 0.297 0.720
-0.090 -1.008 0.397
-0.872 0.831 0.181
-0.147 -1.907 0.147
-1.216 -1.146 1.241


# 3
Molecular formula: C7H6F3NO
Method: DFT, the ωB97M-V functional and the def2-TZVPD basis

Values from the calculation:
**SMILES string**: FC(F)(F)C1CC1.N#CC=C=O
**Frontier orbital gap**: 10.304 eV
**Lowest unoccupied orbital energy**: 0.28 eV
**Energy relative to the best compared isomer or geometry (same formula, charge and spin)**: 1.159 eV

Each line ends with the Mulliken charge.
Geometry (Å):
F -1.868452 2.132708 0.235446  -0.269
F -1.691095 0.588376 1.729426  -0.281
F 0.089613 1.687282 1.020980  -0.240
O 2.119636 -0.082746 2.000538  -0.303
N 1.643230 -0.544420 -2.178043  -0.443
C -2.069345 -0.998265 -0.305184  -0.525
C 2.426033 0.322941 0.974337  0.759
C 2.144500 0.026965 -1.316623  0.422
C 2.886580 0.599353 -0.221146  -0.820
C -1.117059 1.182908 0.718151  0.789
C -1.034235 0.114890 -0.378781  -0.413
C -0.670209 -1.326614 -0.098040  -0.624
H -0.179574 -1.840359 -0.879421  0.348
H 3.628364 1.296306 -0.298576  0.432
H -2.720849 -1.353355 -1.180903  0.248
H -0.197274 -1.554744 0.905703  0.194
H -2.613383 -0.763270 0.619367  0.238
H -0.776480 0.512048 -1.347232  0.489

Cartesian forces, eV/Å:
-0.963 1.953 0.329
-0.164 0.793 2.654
-0.188 0.331 0.716
-0.249 0.343 0.296
-0.168 0.153 -0.199
-2.398 0.816 0.098
0.211 -1.080 0.793
1.075 0.129 0.433
-2.356 -1.242 -0.895
0.852 -3.255 -3.546
0.257 -0.307 -0.776
1.601 0.202 1.914
0.514 -0.282 -0.763
1.797 1.640 -0.534
1.449 0.666 1.340
-1.090 0.130 -1.077
-0.321 -1.046 -0.713
0.140 0.058 -0.071


# 4
Molecular formula: C11H18N4O2P
Method: DFT, the ωB97M-V functional and the def2-TZVPD basis

Values from the calculation:
**Net charge**: +1
**Frontier orbital gap**: 8.227 eV
**Lowest unoccupied orbital energy**: -2.72 eV

Each line ends with the Mulliken charge.
Geometry (Å):
P -1.631617 2.849885 1.132377  0.098
O -3.412708 1.683429 -1.295361  -0.521
O -1.282319 1.219993 0.797527  -0.411
N 0.731061 -3.321695 0.624004  0.094
N 2.031484 -1.874518 -0.304034  0.184
N -0.360294 1.425378 -2.695619  -0.439
N -0.086971 5.222340 -1.089283  -0.360
C -2.135110 3.666159 -0.505208  0.010
C -3.090305 2.899095 2.313616  -0.946
C -0.978584 4.558712 -0.941916  -0.046
C -1.216756 1.999176 -2.245357  -0.035
C 4.530661 -1.775675 -0.328567  -1.457
C 1.994111 -2.909050 0.531522  -0.180
C 3.222816 -1.118613 -0.721040  -0.155
C 0.749606 -1.597576 -0.729471  -0.618
C -0.067239 -2.510816 -0.150770  -0.439
C -2.457402 2.648624 -1.662840  0.111
C 0.288833 -4.462969 1.425443  -0.804
H -0.784659 -4.594618 1.321203  0.289
H -2.909142 3.248170 -2.489016  0.458
H 0.532721 -4.281425 2.470835  0.344
H -4.059928 2.891971 1.780071  0.308
H -1.127087 -2.687302 -0.195067  0.457
H -3.026767 3.785026 2.977107  0.345
H -4.249353 2.101825 -1.048234  0.348
H 0.798661 -5.359967 1.078501  0.348
H -2.947032 2.014285 2.971596  0.304
H -0.384727 1.242888 0.429867  0.303
H 3.153850 -0.122104 -0.281884  0.313
H 5.368834 -1.196917 -0.711917  0.368
H 4.632285 -1.836036 0.757125  0.381
H 2.831524 -3.351827 1.044081  0.430
H 0.578579 -0.774740 -1.405771  0.659
H 4.599179 -2.787574 -0.733347  0.407
H 3.177648 -1.012345 -1.805612  0.375
H -3.032147 4.321077 -0.412053  0.478

Cartesian forces, eV/Å:
1.613 0.636 1.352
0.496 -0.398 0.287
-0.864 0.948 -0.334
0.021 0.021 0.108
0.034 -0.119 0.201
2.450 -1.460 -1.036
2.868 2.114 -0.806
0.222 0.007 -1.214
-0.021 -0.675 -0.814
-4.110 -3.021 1.595
-3.718 1.432 1.955
-0.209 -0.331 0.271
-0.214 0.060 -0.286
0.356 0.344 -0.183
0.217 0.107 -0.118
0.117 -0.161 0.159
-0.371 1.082 -0.792
0.158 -0.096 0.137
0.058 0.097 -0.057
0.676 -0.246 0.286
-0.074 -0.045 -0.027
0.330 -0.218 0.592
-0.016 0.185 -0.132
0.207 -0.354 -0.708
0.279 0.115 -0.220
-0.080 0.000 0.030
-0.351 0.412 -0.511
-0.216 -0.056 0.286
-0.069 -0.037 -0.041
-0.095 0.028 -0.008
0.087 0.060 -0.034
-0.020 0.019 -0.078
-0.224 -0.067 -0.053
0.060 0.059 -0.056
-0.157 -0.004 0.066
0.560 -0.439 0.183